The following is a quantum chemistry calculation of a molecular structure, C33H42N4O3S2TeTi, from the Open Molecules 2025 dataset.

XYZ file:
```
86
Properties=species:S:1:pos:R:3:lowdin_charge:R:1
Ti 0.1217 0.1662 1.2847 0.6757
C -0.7921 -2.9284 -1.7630 -0.2163
S -1.0606 -2.3590 -0.0994 0.9655
C -0.8509 -3.8802 0.7961 -0.2041
O 0.2374 -1.5620 0.2042 -0.6449
H 0.1743 -3.4251 -1.8327 0.0768
H -0.8405 -2.0560 -2.4123 0.0618
H -1.6002 -3.6139 -2.0186 0.0791
H -1.6657 -4.5503 0.5218 0.0800
H -0.9207 -3.6249 1.8516 0.0599
H 0.1164 -4.3178 0.5548 0.0783
C -3.2057 0.1415 2.9635 0.0352
C -1.8373 0.1660 2.3896 -0.6249
O -1.1036 -0.9354 2.3977 -0.2167
N -1.2731 1.2082 1.8159 -0.0909
Te 1.1531 1.2416 3.7450 1.6448
C 2.3057 -0.0713 4.9304 -0.4016
C 2.8092 0.4658 6.1196 -0.3040
C 2.5575 1.8872 6.5489 -0.0678
C 3.5530 -0.3683 6.9501 0.0069
C 3.8096 -1.6923 6.6280 -0.2407
C 4.6155 -2.5760 7.5364 -0.0312
C 3.2983 -2.1890 5.4319 -0.0005
C 2.5420 -1.4048 4.5750 -0.3016
C 1.9721 -2.0409 3.3365 -0.0615
C -0.5918 1.4953 4.9177 -0.3848
C -1.1763 2.7675 4.8369 -0.3127
C -0.6253 3.8663 3.9668 -0.0864
C -2.3235 3.0121 5.5818 -0.0006
C -2.8877 2.0440 6.4032 -0.2481
C -4.1035 2.3413 7.2337 -0.0305
C -2.2856 0.7934 6.4488 -0.0062
C -1.1433 0.4858 5.7165 -0.2819
C -0.5875 -0.9081 5.8219 -0.0290
H -3.2920 -0.6577 3.6962 0.0989
H -3.9196 -0.0362 2.1552 0.1073
H -3.4318 1.1073 3.4124 0.0954
H 2.9286 2.6018 5.8109 0.0711
H 3.0599 2.0939 7.4914 0.0876
H 1.4919 2.0826 6.6924 0.0752
H 3.9412 0.0362 7.8775 0.1254
H 4.9243 -2.0472 8.4357 0.0822
H 5.5118 -2.9361 7.0295 0.0908
H 4.0380 -3.4508 7.8377 0.0910
H 3.4884 -3.2234 5.1666 0.1272
H 2.4644 -2.9909 3.1306 0.0954
H 2.1089 -1.4052 2.4609 0.0136
H 0.9013 -2.2283 3.4399 0.0653
H 0.3948 4.1334 4.2513 0.0679
H -1.2374 4.7617 4.0526 0.0873
H -0.6220 3.5708 2.9143 0.0556
H -2.7845 3.9911 5.5203 0.1257
H -4.6364 3.2147 6.8617 0.0826
H -3.8161 2.5424 8.2673 0.0947
H -4.7910 1.4959 7.2461 0.0857
H -2.7205 0.0216 7.0746 0.1285
H -1.3302 -1.5715 6.2620 0.0919
H 0.3039 -0.9444 6.4498 0.0902
H -0.3232 -1.3027 4.8411 0.0466
S -0.3945 1.4553 -0.8212 0.7400
C 0.8823 1.4215 -1.9910 -0.6485
N 1.2643 2.6183 -2.4937 0.0822
C 2.2134 2.7908 -3.4320 -0.0290
C 2.8691 1.7037 -3.9398 -0.0177
C 2.5312 0.4416 -3.4438 -0.0103
C 1.5534 0.2992 -2.4813 -0.0648
H 0.8344 3.4417 -2.0833 0.1536
H 2.4110 3.8115 -3.7236 0.1483
H 3.6236 1.8344 -4.7004 0.1247
H 3.0381 -0.4357 -3.8253 0.1280
H 1.2833 -0.6716 -2.0920 0.0935
N 5.1230 4.3734 -0.0586 0.2082
C 3.9240 3.8094 -0.2857 -0.4893
O 2.9769 4.3908 -0.7879 0.0649
C 3.7858 2.3468 0.0450 -0.0977
C 4.7453 1.3819 -0.2304 0.0290
C 4.4245 0.0466 -0.0413 -0.0051
C 3.1626 -0.2800 0.4154 -0.1107
N 2.2446 0.6488 0.7230 -0.0752
C 2.5597 1.9359 0.5366 -0.1236
H 5.2379 5.3528 -0.2686 0.1326
H 5.8363 3.9138 0.4797 0.1174
H 5.7158 1.6609 -0.6229 0.1331
H 5.1333 -0.7379 -0.2648 0.1259
H 2.8631 -1.3131 0.5312 0.1138
H 1.7946 2.6713 0.7548 0.1162
```

- Energy above the lowest of the compared OMol25 structures with the same formula, charge and spin: 0.000 eV
- E_LUMO: -5.67 eV
- Charge: +2

---

The following is a quantum chemistry calculation of a molecular structure, C37H88CoN2O9 at a distorted geometry, from the Open Molecules 2025 dataset.

XYZ file:
```
137
Properties=species:S:1:pos:R:3:lowdin_spin:R:1
Co 9.8971 34.3418 -4.0463 2.7872
C 6.9262 37.2031 -2.1907 0.0010
C 7.0898 36.1811 -3.3241 0.0076
O 8.3809 35.7634 -3.7593 0.0530
H 5.8933 37.4928 -1.9972 0.0002
H 7.5393 38.0870 -2.3667 0.0000
H 7.2380 36.7955 -1.2291 0.0000
H 6.5299 36.4406 -4.2226 0.0006
H 6.7075 35.2334 -2.9450 0.0012
C 12.3831 30.8038 -2.7592 0.0022
C 10.9081 31.2098 -3.0862 0.0079
O 10.7804 32.5722 -3.4279 0.0575
H 12.7489 31.1956 -1.8101 0.0000
H 13.1312 31.0570 -3.5104 0.0000
H 12.4839 29.7225 -2.6656 0.0004
H 10.1816 30.9874 -2.3047 0.0014
H 10.4767 30.7729 -3.9868 0.0001
C 9.9053 30.5108 -8.2487 0.0000
C 11.0407 29.4334 -8.0473 0.0000
C 11.1192 28.8923 -9.5249 0.0000
C 12.3091 28.0671 -9.8970 0.0000
C 13.5135 29.0134 -9.6519 0.0000
C 13.6062 29.7055 -8.2919 0.0000
N 12.2650 30.1546 -7.7729 0.0000
O 12.2794 30.9904 -6.5823 0.0000
C 14.1696 28.7257 -7.2037 0.0000
C 14.6805 30.8651 -8.5442 0.0000
C 10.6024 28.4764 -7.0320 0.0000
H 9.0249 30.2012 -8.8119 0.0000
H 10.2970 31.3549 -8.8163 0.0000
H 9.6377 31.0405 -7.3344 0.0000
H 10.1796 28.3827 -9.7385 0.0000
H 11.1160 29.6885 -10.2694 0.0000
H 12.3802 27.7826 -10.9468 0.0000
H 12.2551 27.0313 -9.5619 0.0000
H 13.4800 29.7318 -10.4710 0.0000
H 14.4788 28.5825 -9.9178 0.0000
H 13.7576 27.7174 -7.2443 0.0000
H 15.2504 28.6167 -7.2943 0.0000
H 14.0367 29.0414 -6.1690 0.0000
H 14.3356 31.6988 -9.1557 0.0000
H 15.0125 31.3150 -7.6086 0.0000
H 15.6403 30.5064 -8.9161 0.0000
H 9.7282 27.8772 -7.2867 0.0000
H 10.4782 28.9592 -6.0627 0.0000
H 11.4258 27.7636 -7.0769 0.0000
H 12.6185 30.3947 -5.9102 0.0000
C 9.3841 37.1354 2.5977 0.0000
C 9.4864 35.6313 2.4645 0.0000
C 8.4186 35.0058 3.5247 0.0000
C 8.2400 33.4988 3.2772 0.0000
C 7.7957 33.2402 1.9031 0.0000
C 8.6749 33.8494 0.7536 0.0000
N 9.0422 35.2659 1.0698 0.0000
O 9.8459 35.7660 0.0487 0.0000
C 9.9055 32.8664 0.6131 -0.0001
C 7.8761 33.7440 -0.5799 0.0000
C 10.8226 35.1001 2.8969 0.0000
H 8.4126 37.6211 2.5060 0.0000
H 10.1410 37.6057 1.9700 0.0000
H 9.5699 37.4706 3.6181 0.0000
H 8.8479 35.1916 4.5092 0.0000
H 7.4795 35.5483 3.6339 0.0000
H 7.4444 33.3186 4.0001 0.0000
H 9.1311 32.8939 3.4454 0.0000
H 6.7271 33.4555 1.9034 0.0000
H 7.8491 32.1569 1.7946 0.0000
H 9.5692 31.9173 0.1957 0.0000
H 10.5982 33.3893 -0.0463 -0.0001
H 10.4181 32.6307 1.5457 0.0000
H 7.2451 32.8561 -0.5393 0.0000
H 7.2519 34.6166 -0.7722 0.0000
H 8.6426 33.6732 -1.3516 0.0001
H 10.9404 34.0235 3.0203 0.0000
H 11.2296 35.4473 3.8466 0.0000
H 11.5143 35.2549 2.0689 0.0000
H 9.3184 36.4284 -0.4037 0.0000
C 7.0475 31.3709 -6.0874 0.0013
C 7.0990 32.4236 -4.9112 0.0022
C 6.7837 31.9468 -3.4411 -0.0002
O 8.4708 32.8148 -4.8934 0.0179
H 7.4695 31.8023 -6.9951 0.0000
H 6.0256 31.2099 -6.4307 0.0004
H 7.5590 30.4154 -5.9714 0.0000
H 6.5999 33.3767 -5.0858 0.0000
H 7.6782 31.5034 -3.0037 0.0000
H 5.9192 31.2988 -3.2969 0.0000
H 6.5648 32.9348 -3.0359 0.0000
H 9.0159 32.0330 -4.7788 0.0001
C 5.5605 36.2098 -8.0808 0.0000
C 7.0476 36.3066 -7.8341 0.0000
C 7.6009 37.6215 -7.3447 0.0000
O 7.3815 35.1864 -7.0365 0.0001
H 5.0206 36.9523 -8.6685 0.0000
H 5.1309 36.2547 -7.0800 0.0000
H 5.2669 35.2406 -8.4840 0.0000
H 7.5435 36.0693 -8.7754 0.0000
H 8.6142 37.5088 -6.9593 0.0000
H 7.0195 38.0959 -6.5542 0.0000
H 7.6048 38.3509 -8.1547 0.0000
H 7.2157 35.5600 -6.1678 0.0000
C 12.7163 37.3362 -2.6792 0.0010
C 11.6357 36.9831 -3.5287 0.0015
C 11.7296 37.4695 -4.9754 -0.0003
O 11.5877 35.5557 -3.5295 0.0230
H 13.7572 37.0497 -2.8292 0.0001
H 12.5427 36.8498 -1.7194 0.0000
H 12.8558 38.4133 -2.5869 0.0004
H 10.6694 37.2150 -3.0808 -0.0002
H 11.1856 36.8085 -5.6502 -0.0001
H 12.7328 37.2429 -5.3365 0.0000
H 11.6735 38.4904 -5.3530 0.0000
H 12.5006 35.3178 -3.3516 0.0010
C 11.1422 35.3057 -8.2538 0.0014
C 11.1212 34.3442 -7.1096 0.0028
C 12.4514 34.2375 -6.3908 -0.0002
O 10.1266 34.7961 -6.1120 0.0271
H 10.3888 35.0920 -9.0120 0.0000
H 12.0790 35.1164 -8.7777 0.0004
H 11.1087 36.3796 -8.0703 0.0001
H 10.7177 33.4815 -7.6397 0.0001
H 12.3923 33.8855 -5.3608 -0.0002
H 12.9622 35.1936 -6.2764 0.0000
H 13.0962 33.5297 -6.9117 0.0000
H 9.3176 34.9157 -6.6149 0.0003
C 15.5818 35.3163 -1.5898 0.0000
C 14.7703 34.0127 -1.7590 0.0000
C 13.7191 33.7914 -0.6428 0.0000
O 13.9319 34.0759 -2.9472 0.0001
H 15.1261 36.1125 -1.0012 0.0000
H 15.8149 35.7719 -2.5522 0.0000
H 16.5560 35.0659 -1.1699 0.0000
H 15.4579 33.1688 -1.8153 0.0000
H 12.9696 34.5772 -0.5481 0.0000
H 14.1768 33.7870 0.3465 0.0000
H 13.2661 32.8056 -0.7483 0.0000
H 13.3194 33.3510 -2.8024 -0.0001
```

- E_LUMO (spin up / spin down): 0.66 / 0.66 eV
- Multiplicity: 4
- Charge: 0

---

The following is a quantum chemistry calculation of a gas-phase ion, H4NO3PSi (charge -2) at a distorted geometry, from the Open Molecules 2025 dataset.

XYZ file:
```
10
Properties=species:S:1:pos:R:3:lowdin_charge:R:1
N 0.9085 0.6680 -0.1120 -0.2855
O -1.1094 0.7509 -2.1790 -0.4826
O 0.7591 -1.0564 -2.3687 -0.5270
O -0.7632 -0.9757 -0.3555 -0.4957
Si -0.0273 -0.2367 1.1403 0.0778
P -0.0695 -0.0956 -1.4594 0.1075
H 0.6443 1.6714 -0.1183 -0.0348
H -1.2621 -0.6266 1.6758 -0.1281
H 0.0761 1.0982 2.1438 -0.1122
H 0.8437 -1.1975 1.6330 -0.1192
```

- Energy above the lowest of the compared OMol25 structures with the same formula, charge and spin: 0.000 eV
- E_LUMO: 7.12 eV
- Charge: -2

---

Number 1: DFT total energy -3640.9372 Ha. Number 2: DFT total energy -3631.7123 Ha. Number 3: DFT total energy -913.7952 Ha.